This record from the OMol25 dataset describes a cluster of 3 separate species, C3H11NO3 in total in a non-equilibrium geometry. The level of theory is the ωB97M-V functional and the def2-TZVPD basis.

Element x y z (Å)
1 C 1.3084 0.7302 -1.6833
2 C -0.0543 0.1529 -1.3562
3 N -0.2848 -0.8784 -0.5083
4 C -0.8944 1.3748 -1.2919
5 O -1.4078 1.9034 -2.2617
6 H 1.3516 1.8850 -1.5877
7 H 1.6450 0.7360 -2.6997
8 H 2.1225 0.2777 -1.1172
9 H -0.2715 -0.2091 -2.4201
10 H 0.1365 -1.7660 -0.9664
11 H -1.2538 -1.1383 -0.5202
12 H -0.9493 1.7009 -0.2709
13 O -1.6063 0.1553 1.8924
14 H -1.3077 0.8995 2.3422
15 H -1.0048 -0.5886 1.9582
16 O 0.5464 -1.5216 3.5369
17 H 0.5868 -2.1980 2.8643
18 H 1.3374 -1.5156 4.0898

## Properties
HOMO-LUMO gap ... 9.9 eV
Largest force on an atom ... 7.7 eV/A
Energy above the lowest of the compared OMol25 structures with the same formula, charge and spin ... 3.017 eV
SMILES string ... C[C@@H](N)C=O.O.O

natural (NBO) atomic charge list, values in e, 4 entries: C -0.61; C -0.17; N -0.81; C 0.45

***

This record from the OMol25 dataset describes a cluster of 2 separate species, N2O5S in total in a non-equilibrium geometry. The level of theory is the ωB97M-V functional and the def2-TZVPD basis.

Element x y z (Å)
1 N -2.7016 -1.0320 -0.1354
2 N 2.4412 -0.2823 0.2767
3 O 2.2444 -0.1332 1.4195
4 O -2.8305 -0.5759 0.9412
5 O 3.3034 -0.8942 -0.2968
6 O -0.1273 0.5922 -0.2738
7 O -2.7238 -0.7954 -1.2908
8 S 1.1380 0.5053 -0.9403

## Properties
HOMO-LUMO gap (spin up / spin down) ... 9.6 / 7.4 eV
Largest force on an atom ... 2.8 eV/A
Energy above the lowest of the compared OMol25 structures with the same formula, charge and spin ... 1.213 eV

natural (NBO) atomic charge list, values in e, 4 entries: N 0.53; N 0.39; O -0.31; O -0.26

***

This record from the OMol25 dataset describes the ion NO5P with charge -2 in a non-equilibrium geometry. The level of theory is the ωB97M-V functional and the def2-TZVPD basis.

Element x y z (Å)
1 O -0.2680 1.5861 -0.9123
2 N -0.5880 0.6929 -0.1366
3 O -1.5699 0.8374 0.5918
4 P 0.4862 -0.8074 0.0808
5 O -0.4274 -1.8121 0.7159
6 O 1.5564 -0.1973 0.9523
7 O 0.9356 -1.1315 -1.4852

## Properties
Total charge ... -2
HOMO-LUMO gap ... 6.9 eV
Largest force on an atom ... 5.6 eV/A
Energy above the lowest of the compared OMol25 structures with the same formula, charge and spin ... 1.055 eV
SMILES string ... O=[N+]([O-])P(=O)([O-])[O-]

natural (NBO) atomic charge list, values in e, 4 entries: O -0.47; N 0.28; O -0.49; P 2.35

***

This record from the OMol25 dataset describes a cluster of 13 separate species, C44H119N5O13 in total in a non-equilibrium geometry. The level of theory is the ωB97M-V functional and the def2-TZVPD basis.

Element x y z (Å)
1 C -0.0947 3.1594 3.7396
2 C -0.6254 2.0517 4.6114
3 C -1.1446 0.8099 3.9166
4 O 0.4808 1.6490 5.4113
5 H 0.5112 2.8375 2.9076
6 H 0.5250 3.8255 4.3508
7 H -0.8991 3.7666 3.2771
8 H -1.3980 2.3937 5.3032
9 H -1.3746 0.0020 4.6038
10 H -0.3781 0.5591 3.1782
11 H -2.0852 1.0746 3.4469
12 H 0.7981 2.4434 5.8388
13 C 5.9243 1.1102 2.7899
14 C 6.6328 -0.1800 3.2131
15 C 6.6227 -1.3373 2.2660
16 O 8.0486 0.0399 3.4550
17 H 5.7788 1.8058 3.5867
18 H 4.9381 0.8634 2.5201
19 H 6.4440 1.5850 1.9620
20 H 6.2331 -0.5454 4.1437
21 H 7.1580 -2.1894 2.6489
22 H 7.0437 -0.9689 1.3604
23 H 5.5860 -1.5909 1.9500
24 H 8.1233 0.8447 4.0385
25 C -2.5364 -2.0937 2.2709
26 C -1.7395 -3.3851 2.2465
27 C -2.5864 -4.5998 2.0811
28 O -0.7068 -3.2264 1.2438
29 H -3.3876 -2.1352 2.9251
30 H -2.8872 -1.8296 1.2583
31 H -1.8884 -1.2754 2.5923
32 H -1.3086 -3.4402 3.2679
33 H -1.9670 -5.5173 2.0820
34 H -3.0860 -4.6646 1.1429
35 H -3.3228 -4.6877 2.8853
36 H -0.2420 -4.1257 1.1157
37 C 0.1332 2.0853 -4.9391
38 C -0.0839 1.4025 -3.6695
39 C -1.1982 0.3266 -3.7438
40 O 1.2108 0.9323 -3.2644
41 H 0.2707 1.3568 -5.7697
42 H 0.9133 2.8290 -5.0071
43 H -0.7483 2.6087 -5.3049
44 H -0.4802 2.0841 -2.9206
45 H -0.9832 -0.4109 -4.5062
46 H -2.0759 0.8672 -3.9236
47 H -1.1501 -0.1021 -2.6915
48 H 1.2246 0.3162 -2.4362
49 C -3.7557 -3.6938 -1.2856
50 C -2.4651 -4.3697 -1.7769
51 C -2.3588 -4.5907 -3.2798
52 O -1.3181 -3.5409 -1.4554
53 H -3.7156 -3.3723 -0.2559
54 H -4.5674 -4.3604 -1.3954
55 H -3.9015 -2.8083 -1.9366
56 H -2.3060 -5.2957 -1.2181
57 H -1.5117 -5.2236 -3.5076
58 H -2.2576 -3.6480 -3.8703
59 H -3.2498 -5.1888 -3.6645
60 H -1.4048 -3.4577 -0.4818
61 C 0.5334 -3.3505 6.4335
62 C 1.0242 -3.7962 5.0073
63 C 2.5250 -4.2510 5.1063
64 O 0.1800 -4.8040 4.5162
65 H 1.3146 -2.9167 7.0440
66 H 0.2341 -4.1927 7.0055
67 H -0.3365 -2.7216 6.5285
68 H 0.9635 -3.0318 4.2036
69 H 2.5825 -5.1571 5.7767
70 H 3.2039 -3.4904 5.4939
71 H 2.8471 -4.4958 4.1013
72 H 0.2535 -5.6554 4.9792
73 C -2.7151 3.2917 1.2267
74 C -2.4772 4.8196 1.2476
75 C -1.2235 5.3485 0.5097
76 O -3.5662 5.5380 0.7084
77 H -2.5658 2.9504 0.1929
78 H -3.7151 3.0570 1.5713
79 H -1.9967 2.7482 1.8932
80 H -2.4521 5.1031 2.2973
81 H -0.3251 4.8487 0.9255
82 H -1.0243 6.4620 0.5450
83 H -1.1925 5.0314 -0.5280
84 H -3.6693 5.2017 -0.1928
85 C 5.0983 -0.2879 -0.9609
86 C 4.9707 -1.3114 -2.1103
87 C 4.9107 -0.6872 -3.4803
88 O 5.9910 -2.2493 -2.0751
89 H 5.2242 -0.7318 0.0218
90 H 4.1513 0.2818 -0.9425
91 H 5.9131 0.3574 -1.1299
92 H 4.0212 -1.8584 -2.0010
93 H 4.0134 -0.0962 -3.5060
94 H 4.9876 -1.4540 -4.2301
95 H 5.7619 -0.0717 -3.5989
96 H 6.8165 -1.9012 -2.5004
97 C 1.1709 4.4052 -2.5890
98 C 2.6601 4.2539 -2.4111
99 C 2.9457 3.9306 -0.9413
100 O 2.3598 4.9369 -0.0895
101 C 2.7184 4.8060 1.2608
102 N 3.2425 3.1807 -3.1732
103 H 0.6124 3.6129 -2.1193
104 H 0.8496 4.4825 -3.6415
105 H 0.8727 5.2975 -2.0768
106 H 3.2320 5.1373 -2.6174
107 H 4.0133 3.8811 -0.8766
108 H 2.5017 2.9407 -0.6451
109 H 3.7289 5.1656 1.5109
110 H 2.8099 3.7380 1.4715
111 H 1.9040 5.3017 1.8539
112 H 2.6231 2.3738 -3.2152
113 H 4.1462 2.9267 -2.8341
114 C 2.5458 -4.0669 0.2509
115 C 1.7137 -5.1252 -0.4487
116 C 2.7147 -6.0627 -1.2166
117 O 3.4255 -5.2762 -2.2314
118 C 4.5346 -6.0155 -2.7510
119 N 0.8696 -5.8210 0.5762
120 H 2.8691 -4.4032 1.2639
121 H 1.9377 -3.1993 0.3366
122 H 3.4961 -3.9430 -0.2897
123 H 0.9774 -4.5976 -1.1588
124 H 2.2374 -6.9026 -1.7064
125 H 3.4452 -6.6069 -0.4931
126 H 5.2007 -6.3319 -1.9569
127 H 5.0665 -5.2089 -3.3206
128 H 4.1762 -6.8586 -3.3130
129 H 1.4481 -6.0856 1.3859
130 H 0.5086 -6.6747 0.2061
131 C -7.5527 2.3964 0.4242
132 C -7.7598 0.9967 -0.0661
133 C -6.5042 0.1255 -0.1550
134 O -5.4958 0.7762 -0.9850
135 C -4.5625 -0.1572 -1.4367
136 N -8.7113 0.3893 0.8472
137 H -6.6963 2.8689 -0.0582
138 H -7.3519 2.4416 1.4823
139 H -8.4584 2.9979 0.2224
140 H -8.0994 1.0272 -1.0873
141 H -6.8632 -0.8053 -0.5967
142 H -5.9449 -0.0870 0.7940
143 H -5.0687 -0.9835 -1.8812
144 H -3.8386 -0.6038 -0.7250
145 H -4.0376 0.2737 -2.2912
146 H -8.4706 0.5895 1.7822
147 H -8.9357 -0.5668 0.7789
148 C -4.7062 2.6039 -3.7418
149 C -3.7600 3.4797 -2.9018
150 C -3.0702 4.6005 -3.6754
151 O -2.9695 4.2290 -5.0199
152 C -2.1382 4.9782 -5.8853
153 N -4.4606 4.1044 -1.7370
154 H -5.4832 3.1857 -4.1989
155 H -5.1374 1.7675 -3.1522
156 H -4.0205 2.2052 -4.5279
157 H -3.0521 2.7837 -2.4425
158 H -2.0076 4.7486 -3.2632
159 H -3.6480 5.5766 -3.6005
160 H -1.1093 5.0098 -5.5125
161 H -2.5931 5.9940 -6.1037
162 H -2.0699 4.3344 -6.7639
163 H -5.1934 4.7331 -2.0116
164 H -4.9416 3.3448 -1.1989
165 C 0.0478 1.0342 0.1283
166 C 1.3309 0.2497 -0.0882
167 C 1.6438 -0.5103 1.1682
168 O 1.7515 0.4344 2.1959
169 C 2.3835 -0.0521 3.3548
170 N 1.3166 -0.8126 -1.2228
171 H -0.2910 1.5766 -0.7298
172 H 0.2526 1.7365 0.9264
173 H -0.7808 0.3792 0.4266
174 H 2.1679 0.8652 -0.3358
175 H 2.5793 -1.0508 1.1040
176 H 0.8748 -1.2413 1.3958
177 H 1.7874 -0.7813 3.9499
178 H 2.5509 0.7439 4.0692
179 H 3.2741 -0.5761 3.1056
180 H 0.5261 -1.3537 -1.0958
181 H 2.0656 -1.4927 -1.0705

## Properties
HOMO-LUMO gap ... 8.8 eV
Largest force on an atom ... 3.5 eV/A
Energy above the lowest of the compared OMol25 structures with the same formula, charge and spin ... 1.481 eV

Mulliken atomic charge list, values in e, 4 entries: C -0.50; C 0.36; C -1.33; O -0.55

***

This record from the OMol25 dataset describes the molecule C3H6N2OS in a non-equilibrium geometry. The level of theory is the ωB97M-V functional and the def2-TZVPD basis.

Element x y z (Å)
1 N -1.5077 1.5701 -0.3014
2 N -0.5977 0.6353 0.1093
3 C 0.9085 0.7791 0.2064
4 C 0.9032 -0.7307 0.3549
5 O 1.5617 -1.5220 -0.5950
6 C -0.6207 -0.7123 0.1237
7 S -1.7983 -1.8227 0.0323
8 H -1.5722 1.5495 -1.3386
9 H -2.4016 1.2591 0.0388
10 H 1.2727 1.2664 1.1091
11 H 1.2986 1.1816 -0.7053
12 H 1.1879 -1.0076 1.4584
13 H 1.3655 -2.4458 -0.4927

## Properties
HOMO-LUMO gap ... 9.2 eV
Largest force on an atom ... 3.0 eV/A
Energy above the lowest of the compared OMol25 structures with the same formula, charge and spin ... 2.969 eV
SMILES string ... NN1C[C@H](O)C1=S

natural (NBO) atomic charge list, values in e, 4 entries: N -0.63; N -0.22; C -0.22; C 0.04

***

This record from the OMol25 dataset describes the molecule C4H5NO in a non-equilibrium geometry. The level of theory is the ωB97M-V functional and the def2-TZVPD basis.

Element x y z (Å)
1 C -1.0378 -0.7533 0.7025
2 C 0.1592 0.1609 0.6810
3 C 1.2878 -0.0182 -0.2855
4 C 0.4752 0.9970 -0.4716
5 N 0.0346 1.6070 -1.5470
6 O 0.4132 0.9144 -2.4613
7 H -1.9238 -0.2524 1.0874
8 H -1.2690 -1.1162 -0.2918
9 H -0.8448 -1.6116 1.3381
10 H 0.4418 0.5399 1.6582
11 H 2.2636 -0.4675 -0.4100

## Properties
HOMO-LUMO gap (spin up / spin down) ... 8.5 / 8.5 eV
Largest force on an atom ... 4.3 eV/A
Energy above the lowest of the compared OMol25 structures with the same formula, charge and spin ... 6.126 eV
SMILES string ... C[C@H]1C=C1N=O

natural (NBO) atomic charge list, values in e, 4 entries: C -0.63; C -0.21; C -0.08; C 0.04

***

E_tot values, unit a.u., following the record order: -401.30217, -883.62427, -772.31252, -2999.52526, -700.78009, -285.18945.